A cluster of 14 separate species, C42H112O42S14 in total in a non-equilibrium geometry, computed with wB97M-V/def2-TZVPD.

```
210
Properties=species:S:1:pos:R:3:forces:R:3:mulliken_charge:R:1
O -3.32703 2.39379 0.03591 -0.2 0.6 0.4 -0.472
S -2.79348 3.34641 0.97775 2.7 -0.1 0.9 0.755
O -2.97073 4.77592 0.87531 -0.8 -1.4 0.1 -0.678
O -3.20892 2.91665 2.46778 -0.3 1.1 -0.9 -0.397
C -3.21015 1.54361 2.90816 -0.5 0.6 0.5 1.938
C -4.11851 1.45361 4.10821 -0.5 -0.3 -0.9 -1.723
C -0.93777 3.17176 1.02905 -1.2 0.5 -0.3 -0.138
H -2.22503 1.32856 3.27785 0.7 -0.4 -0.3 -0.425
H -3.51802 0.92178 2.09430 0.0 -0.5 -0.4 -0.573
H -3.79242 2.15190 4.83178 0.3 0.9 0.9 0.385
H -3.92846 0.47931 4.52656 -0.3 -0.5 0.3 0.358
H -5.18293 1.63477 3.89102 0.4 -0.2 0.0 0.358
H -0.70639 3.31470 -0.04595 0.3 0.0 0.7 -0.121
H -0.54944 2.22871 1.42477 -0.4 0.0 -0.2 -0.280
H -0.59362 4.01527 1.65427 -0.1 -0.4 -0.5 0.565
O -4.11970 -1.77124 -3.41857 -0.9 -0.1 -0.1 -0.343
S -5.02388 -1.85764 -2.29349 0.3 -0.6 -0.7 0.951
O -5.31357 -3.15280 -1.72191 0.3 0.5 -0.3 -0.685
O -4.38141 -0.92015 -1.25766 0.6 0.5 2.1 -0.076
C -4.41644 -1.34073 0.21315 -0.1 -0.5 -1.7 1.155
C -5.83563 -1.17573 0.69182 1.1 -0.2 -1.1 -2.083
C -6.58096 -1.09426 -2.62647 -0.6 -0.1 0.2 -0.707
H -3.72728 -0.67882 0.69440 0.4 0.4 0.0 -0.958
H -3.99583 -2.36142 0.18108 -0.5 0.5 0.4 0.503
H -6.15541 -0.20283 0.36961 -0.3 0.6 0.1 0.385
H -5.82882 -1.23186 1.74610 -0.4 -0.2 1.2 0.456
H -6.41917 -1.92865 0.19487 -0.6 -0.4 0.3 0.534
H -6.53210 -0.22264 -3.28155 0.3 -0.3 0.0 0.069
H -7.01378 -0.73917 -1.66834 0.3 -0.5 -0.6 0.309
H -7.17120 -1.92453 -3.03784 -0.1 0.5 0.0 0.439
O 1.46957 1.87929 4.30010 -0.8 -1.1 -0.7 -0.115
S 1.45363 2.81913 5.35985 1.5 2.9 0.3 1.106
O 2.69633 3.58500 5.52085 -1.8 -0.9 0.2 -0.748
O 0.32028 3.93186 5.15536 -0.6 -0.8 0.0 -0.460
C -1.12017 3.50296 4.81817 3.8 -1.4 -0.5 1.023
C -1.91358 4.68901 4.71615 -2.0 1.4 0.9 -1.381
C 1.01260 2.14338 6.91376 0.1 1.1 0.5 -0.364
H -1.40334 2.71461 5.50258 -0.3 0.3 0.5 0.243
H -0.98625 3.01720 3.86167 -0.2 -0.2 -0.3 -0.411
H -1.68536 5.36483 3.91082 0.5 0.1 -0.4 0.309
H -1.90588 5.28716 5.65791 -0.4 -0.6 -0.6 0.397
H -2.89919 4.27420 4.44947 -0.1 0.7 0.5 0.310
H 1.01099 2.99353 7.59810 -0.1 0.0 -0.1 0.534
H 1.83810 1.52544 7.17203 0.5 -0.7 0.2 -0.158
H 0.06443 1.63340 6.92044 0.0 -0.1 -0.2 0.129
O 3.80461 -3.79683 -1.27696 0.3 -0.4 0.8 -0.742
S 2.95680 -3.19600 -2.23856 -1.8 1.6 0.8 1.022
O 1.58960 -2.76699 -1.92917 1.7 -0.5 0.0 -0.197
O 3.79301 -1.88796 -2.71239 -1.2 -1.5 0.0 -0.412
C 3.05640 -1.00011 -3.60565 0.3 0.5 1.5 0.749
C 4.14406 -0.21913 -4.24896 1.2 0.0 -1.6 -1.757
C 2.86559 -4.16871 -3.64857 1.7 0.3 -1.2 -0.845
H 2.31503 -0.44589 -2.98629 0.6 -0.2 -0.5 -0.189
H 2.49215 -1.55662 -4.31231 -0.4 -0.5 -0.7 0.357
H 4.91792 -0.87829 -4.74626 -1.1 0.4 0.4 0.338
H 4.73998 0.40307 -3.61453 0.1 0.3 1.0 0.387
H 3.76943 0.45325 -5.00971 -0.3 0.1 -0.3 0.310
H 3.87634 -3.99470 -4.02714 0.2 -0.7 -0.2 0.456
H 2.25838 -3.62679 -4.33467 -0.9 -0.1 -0.5 0.139
H 2.62707 -5.23329 -3.59734 -0.1 0.5 0.5 0.325
O 4.43955 -5.79176 7.46729 0.9 0.3 -0.6 -0.707
S 4.37674 -4.89684 6.34939 -2.3 1.0 -0.2 1.066
O 4.45009 -3.45476 6.52533 0.5 -1.5 0.1 -0.533
O 5.37641 -5.33071 5.20096 -0.1 0.5 0.6 -0.428
C 5.61216 -4.31876 4.14100 -0.1 0.8 1.0 0.634
C 6.59485 -4.93054 3.25689 1.0 -1.5 -1.9 -1.333
C 2.77750 -5.17868 5.59505 0.2 0.0 -0.8 -1.008
H 5.92961 -3.38047 4.59158 0.0 -0.1 0.2 0.119
H 4.70129 -4.11820 3.62421 -0.9 0.0 -0.2 0.051
H 7.63756 -4.81259 3.57246 -0.3 -0.3 0.1 0.311
H 6.54841 -4.62010 2.19017 -0.2 0.3 0.8 0.303
H 6.29085 -5.99472 3.21065 0.7 0.3 0.0 0.364
H 1.97467 -5.11579 6.32038 0.2 0.4 0.4 0.470
H 2.79100 -6.22357 5.30434 0.0 -0.1 -0.5 0.485
H 2.59131 -4.47401 4.74116 0.3 -0.8 0.7 0.034
O -1.46982 -0.17113 0.92295 -1.0 1.1 1.6 0.692
S -0.73350 -1.03561 0.08871 1.6 0.0 -2.7 1.629
O -1.43623 -2.12138 -0.53623 0.1 0.0 0.1 -0.715
O -0.04889 -0.07275 -1.08538 -0.1 -1.9 1.4 0.188
C -0.96694 0.71213 -1.86375 -0.1 -0.6 1.1 2.253
C -0.32392 1.05189 -3.13725 0.2 0.1 0.0 -0.268
C 0.72990 -1.59541 0.84461 1.4 -0.3 -0.9 1.417
H -1.23331 1.53753 -1.22338 -0.3 0.5 -0.2 -0.811
H -1.84899 0.13787 -2.09815 -0.6 -0.4 0.3 -0.555
H -0.03949 0.16829 -3.67983 0.0 -0.3 -0.4 -0.444
H 0.53067 1.68004 -3.01049 0.5 0.6 0.1 0.300
H -1.09705 1.58935 -3.63234 -0.2 0.5 -1.1 -0.551
H 1.42775 -0.73591 0.95361 -0.6 -0.6 0.1 -0.358
H 1.18284 -2.39433 0.21432 -0.3 0.9 0.1 -0.316
H 0.51215 -2.11517 1.75763 -0.4 0.2 0.4 -1.396
O 2.31160 1.41509 1.07022 0.3 -0.1 0.1 -0.244
S 3.47323 1.32319 0.23538 1.2 0.7 -0.9 1.357
O 4.75014 1.90080 0.66642 -1.9 -0.8 -0.4 -0.709
O 3.70351 -0.19404 -0.21030 -0.4 1.0 0.9 -0.022
C 4.86763 -0.89715 0.30355 0.7 0.4 -0.6 -1.212
C 4.53234 -1.85854 1.41178 -0.7 -1.1 -0.9 -0.181
C 3.03839 1.94601 -1.39815 -0.1 -1.0 0.1 -0.897
H 5.64908 -0.19122 0.58448 -0.3 0.3 0.2 0.507
H 5.19018 -1.29330 -0.65618 0.4 -1.0 0.5 0.272
H 3.95255 -2.68560 0.96595 0.0 0.3 0.4 0.077
H 3.99744 -1.45420 2.26434 -0.1 0.4 -0.1 -0.101
H 5.42026 -2.32017 1.81414 0.6 0.0 0.0 0.510
H 3.90401 1.95340 -2.03940 0.6 0.1 0.1 0.367
H 2.64906 2.94196 -1.31155 -0.4 0.4 0.2 0.591
H 2.33489 1.23615 -1.87319 0.1 0.6 0.7 -0.424
O -5.43661 4.13106 -2.97364 0.6 -1.3 -1.0 -0.723
S -5.26108 2.84309 -3.61604 -2.3 0.6 0.1 1.334
O -6.29398 1.83660 -3.42763 0.7 0.8 -0.2 -0.782
O -5.11548 3.13704 -5.17931 -0.2 -0.2 -0.3 -0.412
C -5.21714 2.00722 -6.12474 -0.5 0.7 -0.7 0.938
C -6.44750 2.11187 -7.04173 0.8 -0.1 1.3 -1.685
C -3.74911 2.15433 -3.21521 1.8 -0.3 0.7 1.456
H -5.24311 1.10581 -5.54661 0.1 -0.6 0.2 0.027
H -4.35137 2.04939 -6.79618 0.1 0.0 0.7 -0.198
H -7.36922 2.05700 -6.50923 -0.7 0.0 0.6 0.407
H -6.43406 1.31780 -7.75442 0.2 -0.7 -0.5 0.408
H -6.42004 3.02025 -7.57928 0.0 1.1 -0.6 0.395
H -3.65549 1.05748 -3.45299 -0.3 1.2 0.0 -0.341
H -3.62514 2.32745 -2.12850 -0.1 -0.3 -0.4 -0.588
H -2.99175 2.78477 -3.72084 -0.2 -0.6 0.2 -0.356
O 4.64209 -1.23779 4.57415 -0.5 0.3 0.2 -0.322
S 4.40565 -0.11390 5.43811 2.0 1.0 0.1 0.802
O 3.16419 0.07622 6.11290 -1.3 -0.4 -0.2 -0.528
O 5.48669 -0.10147 6.61200 0.1 0.1 -1.1 -0.331
C 5.21036 -0.96596 7.73937 -0.2 -0.1 -0.5 0.715
C 6.51465 -1.45451 8.26419 0.8 -0.6 0.2 -1.346
C 4.90245 1.39807 4.60408 -0.6 -0.5 -0.4 -0.968
H 4.73342 -1.88199 7.42742 -0.5 0.3 -0.3 -0.190
H 4.51561 -0.42429 8.37151 0.3 0.1 0.6 0.295
H 7.01862 -2.06848 7.46941 -0.5 0.5 0.7 0.193
H 6.24896 -2.11482 9.10098 0.4 0.0 -0.1 0.381
H 7.23223 -0.70400 8.60515 -0.3 0.1 0.0 0.371
H 4.64807 2.26005 5.23855 0.1 -0.4 -0.3 0.296
H 4.37287 1.43942 3.62453 0.1 0.0 0.8 0.150
H 5.95879 1.28894 4.37711 0.1 0.1 0.2 0.462
O 0.36740 -3.75974 -5.31893 0.2 -0.8 -0.2 -0.761
S -0.39195 -2.57095 -5.17763 -0.9 1.7 -0.4 1.092
O 0.25357 -1.30233 -5.45426 0.0 -0.5 0.3 -0.578
O -1.63244 -2.67289 -6.16184 0.6 -0.4 0.5 -0.519
C -2.38044 -1.45453 -6.43791 2.4 0.1 0.9 1.141
C -3.47037 -1.82318 -7.30898 -0.3 0.5 -0.6 -1.576
C -1.15903 -2.50143 -3.60355 -0.4 1.2 -0.7 0.901
H -1.69842 -0.70888 -6.82075 0.3 -0.1 -0.6 0.227
H -2.71708 -0.99278 -5.53292 -0.5 -0.1 0.9 -0.230
H -4.11858 -2.45720 -6.70880 -0.5 -0.1 -0.6 0.333
H -3.07237 -2.28975 -8.23476 -0.7 0.3 0.5 0.330
H -3.84232 -0.79669 -7.44086 -1.0 -0.6 -0.8 0.320
H -1.67332 -3.39518 -3.37218 -0.3 -1.0 0.2 0.930
H -1.87071 -1.68524 -3.57088 -0.4 0.0 -0.5 -0.783
H -0.46412 -2.18617 -2.87973 1.3 -0.3 0.9 -0.946
O -2.23755 -1.49017 4.98149 1.1 0.2 -0.3 -0.722
S -0.96794 -0.89808 5.35523 -2.1 1.8 0.5 1.058
O -1.04731 0.50873 5.80260 0.4 -2.4 -1.0 -0.747
O -0.48860 -1.81194 6.55146 0.3 1.2 0.0 -0.389
C 0.58398 -1.30143 7.45291 -0.5 -0.8 0.0 1.428
C 1.31011 -2.54781 7.77919 1.2 -0.6 1.6 -1.298
C 0.29508 -1.10370 4.10716 0.4 -0.7 1.1 2.174
H 0.22498 -0.83789 8.40697 -0.5 -0.3 -1.2 0.309
H 1.22235 -0.62432 6.92901 0.2 0.6 -0.4 -0.957
H 0.60982 -3.35193 8.04537 0.3 0.2 -0.1 0.430
H 1.90119 -2.29760 8.66766 -0.1 -0.3 0.3 0.428
H 2.09651 -2.89695 7.11335 -0.5 0.2 -0.7 -0.065
H 0.26065 -0.41147 3.27693 -0.3 0.5 0.3 -0.267
H 0.23278 -2.12785 3.71392 -0.1 0.2 0.4 -0.939
H 1.21617 -0.98492 4.70916 -0.1 0.1 -0.6 -0.800
O -1.61496 3.87553 -7.47571 0.6 -2.8 1.1 -0.767
S -1.17875 2.52291 -7.05887 2.0 1.8 -2.2 0.951
O -1.85922 1.72216 -6.12122 -1.0 -0.2 1.2 0.038
O -1.12301 1.54868 -8.37606 -0.5 0.9 1.4 -0.128
C -0.57885 2.21230 -9.50257 0.4 -1.3 -1.8 -0.142
C -0.39895 1.20511 -10.64815 -0.4 -0.5 -0.2 -1.336
C 0.62675 2.62574 -6.60905 -1.9 1.4 -1.7 -1.069
H 0.40033 2.54494 -9.21899 0.4 0.8 -0.1 0.262
H -1.24445 2.97464 -9.87688 0.0 0.6 0.4 0.271
H -1.34505 0.66153 -10.84215 0.4 0.3 0.2 0.324
H 0.39316 0.45868 -10.49656 -0.3 0.2 0.3 0.312
H -0.14496 1.72882 -11.57910 -0.1 0.1 0.3 0.380
H 1.10988 3.16077 -7.42864 0.0 -0.2 0.0 0.523
H 1.06256 1.69302 -6.43213 0.3 -1.6 0.3 0.254
H 0.68066 3.28764 -5.78910 -0.1 0.6 1.2 0.183
O 0.50072 5.51272 -4.37103 -0.8 -0.2 1.2 -0.767
S -0.55122 5.41208 -3.36374 -0.2 0.9 -1.3 1.039
O -0.72782 4.23376 -2.58753 0.1 -0.7 0.1 -0.503
O -0.40715 6.58210 -2.30177 -0.4 -1.5 0.4 -0.043
C 0.47827 7.68552 -2.45508 -1.2 1.1 -1.3 -0.322
C 0.32466 8.52515 -1.18691 1.2 -0.5 -1.6 -1.139
C -2.08357 5.85889 -4.21026 0.2 -0.1 0.7 -0.843
H 0.08222 8.17292 -3.35816 0.4 0.6 0.2 0.329
H 1.46531 7.35326 -2.72597 0.5 -0.2 0.4 0.361
H 1.19022 9.19152 -1.14414 -0.4 0.3 0.2 0.364
H 0.38920 7.82086 -0.40368 0.1 -0.6 1.3 0.307
H -0.62922 9.00863 -1.14580 -0.4 0.5 0.0 0.297
H -2.19804 5.23896 -5.10335 0.2 0.0 0.2 0.212
H -1.86602 6.87827 -4.49825 -0.3 0.3 -0.3 0.419
H -2.98945 5.81216 -3.56932 0.8 -0.1 -0.2 0.267
O 1.65012 -4.44957 2.08301 0.0 -0.3 -0.1 -0.342
S 0.39990 -5.14536 2.19082 -0.5 0.1 2.1 1.119
O 0.24674 -6.24974 3.13873 0.1 1.6 -0.9 -0.690
O -0.62928 -3.92488 2.55101 0.3 -1.3 0.1 -0.381
C -1.94408 -4.14831 3.33287 1.9 0.5 -1.2 -0.385
C -2.97801 -3.64190 2.33705 1.7 1.1 1.8 -0.650
C -0.10593 -5.81356 0.64121 -0.6 0.9 0.7 -0.826
H -1.77837 -3.55376 4.25743 -0.6 -0.6 -0.7 -0.034
H -1.92535 -5.21251 3.47017 -0.5 -0.5 0.6 0.543
H -2.76158 -4.13118 1.42137 -0.4 -0.4 -1.0 0.300
H -2.75583 -2.56082 2.23750 -0.5 -0.5 -0.1 -0.175
H -3.94069 -3.81125 2.75395 -1.1 -0.1 -0.1 0.660
H -0.26745 -4.98436 -0.04640 0.2 -0.2 -0.3 -0.027
H -1.06324 -6.25497 0.92521 0.1 -0.4 -0.5 0.360
H 0.67223 -6.52611 0.38061 -0.2 0.0 -0.2 0.472
```
Forces are in eV/Å.

Properties
* ΔE to the lowest compared entry with this formula, charge and spin: 88.0 kJ/mol
* net charge: 0
* orbital gap: 10.645 eV
* calculated total energy: -10401.9562 Ha